Below is an isolated molecule of C6H12F2N2 in a non-equilibrium geometry, with properties calculated with ωB97M-V/def2-TZVPD.

## Properties
SMILES = C[C@@H]1C[C@H](C)NN1C(F)F
HOMO level = -8.55 eV
LUMO level = 1.01 eV
relative energy (zero: lowest compared OMol25 entry of this formula, charge and spin) = 0.0 kJ/mol

XYZ file:
```
22
Properties=species:S:1:pos:R:3:forces:R:3:lowdin_charge:R:1
C -2.2206 -0.1245 0.2910 -0.71 -2.22 0.10 -0.057
C -0.8187 -0.2832 0.8543 -1.59 -0.34 0.94 -0.405
C 0.0427 0.9612 0.8437 0.99 1.07 -0.96 -0.091
C 0.8489 0.7693 -0.4545 0.17 -0.44 0.15 -0.309
C 0.8861 1.8112 -1.6057 -3.52 -3.43 -0.31 -0.027
N 0.2206 -0.4987 -0.9749 -0.67 3.04 0.16 -0.014
N -0.2531 -1.3355 0.0019 3.02 -0.81 3.17 -0.031
C 0.9023 -2.0812 0.9161 -0.58 2.28 -3.18 -0.292
F 1.8160 -1.2525 1.5115 -0.78 -0.02 0.21 0.055
F 1.6439 -2.8250 0.0862 -0.05 -0.37 -0.50 0.070
H -2.2214 -0.2539 -0.8151 -0.05 0.53 0.82 0.088
H -2.7548 0.7442 0.6432 -0.18 0.26 -0.01 0.068
H -2.6779 -1.0838 0.7206 -0.23 1.50 -0.86 0.099
H -0.9938 -0.6921 1.8324 0.41 -0.07 0.76 0.127
H 0.7104 1.2139 1.7114 -0.83 -0.65 -0.73 0.132
H -0.5294 1.8285 0.5877 -0.92 0.62 0.63 0.097
H 1.8259 0.5365 -0.1130 1.36 -0.10 -0.10 0.103
H 1.1303 2.7848 -1.6263 1.74 3.46 1.55 0.024
H -0.1673 1.9316 -1.9526 0.28 -0.50 0.14 0.093
H 1.3774 1.4249 -2.4682 0.59 -0.79 -0.59 0.063
H 0.8316 -0.8711 -1.5815 2.25 -2.38 -2.71 0.075
H 0.4008 -2.7046 1.5917 -0.71 -0.64 1.32 0.132
```
Positions in Å, forces in eV/Å.

***

Below is a cluster of 2 separate species, C4H5NO2 in total in a non-equilibrium geometry, with properties calculated with ωB97M-V/def2-TZVPD.

## Properties
SMILES = C=CC=O.N=C=O
HOMO level = -9.95 eV
LUMO level = 0.29 eV
relative energy (zero: lowest compared OMol25 entry of this formula, charge and spin) = 214.8 kJ/mol

XYZ file:
```
12
Properties=species:S:1:pos:R:3:forces:R:3:lowdin_charge:R:1
C 1.2750 -0.7032 -0.0577 0.29 0.22 -0.47 0.017
C 0.5499 0.0230 -0.9112 0.49 -0.13 -0.07 -0.180
C 0.3878 1.4880 -0.7101 0.27 0.17 0.16 -0.295
O 0.9190 2.1014 0.1898 -0.24 -0.18 -0.36 0.040
H 1.3923 -1.7776 -0.1623 -0.07 0.18 0.00 0.076
H 1.7676 -0.2214 0.7835 -0.06 -0.05 -0.17 0.084
H -0.0081 -0.4357 -1.7259 0.23 0.10 0.02 0.107
H -0.2719 2.0030 -1.4377 0.12 -0.04 0.10 0.119
N -0.8192 -1.1812 1.4031 -2.09 0.21 0.71 0.169
C -1.4238 -0.3926 0.6769 -0.10 0.81 -1.07 -0.443
O -2.0322 0.3433 0.0113 0.14 -0.19 0.15 0.177
H -1.7364 -1.2470 1.9404 1.01 -1.12 1.00 0.128
```
Positions in Å, forces in eV/Å.

***

Below is a structure of composition C24H28ClF9N2O3Tl in a non-equilibrium geometry, with properties calculated with ωB97M-V/def2-TZVPD.

## Properties
HOMO level = -2.77 eV
net charge = -1
LUMO level = 2.67 eV

XYZ file:
```
68
Properties=species:S:1:pos:R:3:forces:R:3:lowdin_charge:R:1
Tl -1.9523 -0.1098 0.3766 0.50 -0.97 0.41 0.842
Cl -4.2431 0.9021 1.9688 -0.60 -0.15 1.47 0.222
N 0.1727 2.0614 -0.3230 -1.01 1.32 -1.66 0.187
N -0.4147 -2.5158 0.0708 -0.07 -0.84 -1.37 0.152
C -0.7306 2.8317 -0.8703 1.93 -2.05 1.50 -0.375
C -0.7444 -3.1356 -1.0192 0.41 1.15 2.22 -0.369
C 1.2977 2.9499 0.0477 -0.61 -0.13 0.18 -0.564
C 0.6132 4.3189 0.1390 -0.58 0.04 -0.06 -0.055
C 2.3424 2.8878 -1.0536 -0.10 -0.06 -0.28 -0.028
C 1.8959 2.5139 1.3516 0.09 0.20 0.41 -0.045
H 1.9156 3.2060 -2.0144 0.15 -0.06 0.14 0.075
H 2.6850 1.8512 -1.1471 0.01 0.21 -0.07 0.090
H 3.1850 3.5366 -0.7929 0.01 -0.07 -0.10 0.082
H 1.1266 2.5499 2.1193 0.27 -0.05 -0.15 0.053
H 2.7141 3.1925 1.6301 -0.03 -0.19 0.05 0.094
H 2.2668 1.4862 1.2793 -0.06 0.19 0.04 0.092
C 0.7706 -3.2139 0.6465 -0.48 0.14 -0.18 -0.547
C 0.8570 -4.4899 -0.1997 -0.41 -0.21 -0.68 -0.060
C 0.5481 -3.5114 2.1095 -0.11 -0.14 0.20 -0.035
C 1.9934 -2.3289 0.5016 0.17 0.23 -0.21 -0.024
H 2.1370 -2.0624 -0.5529 0.05 0.05 0.17 0.092
H 2.8844 -2.8634 0.8611 -0.12 0.12 -0.05 0.088
H 1.8493 -1.4189 1.0965 0.02 -0.12 -0.21 0.070
H -0.3758 -4.0849 2.2397 0.09 0.06 0.09 0.094
H 0.4643 -2.5692 2.6492 0.04 -0.26 -0.21 0.051
H 1.3906 -4.0889 2.5188 -0.16 0.12 -0.05 0.095
O -0.0958 -4.2708 -1.3037 0.76 -0.73 0.01 -0.001
H 0.5213 -5.3804 0.3565 0.13 0.24 -0.26 0.123
H 1.8349 -4.6699 -0.6690 -0.25 0.04 0.26 0.125
O -0.6160 4.1467 -0.6585 0.56 1.01 -0.20 0.009
H 1.1810 5.1577 -0.2865 -0.20 -0.25 0.07 0.126
H 0.3053 4.5473 1.1720 0.06 -0.03 -0.33 0.128
C -1.8240 2.2885 -1.7313 0.11 0.42 0.35 -0.090
C -1.7614 -2.6242 -1.9837 0.11 -0.50 0.49 -0.074
C -1.2623 -1.3409 -2.5842 1.18 0.92 -1.86 -0.233
H -2.6532 -2.3807 -1.3884 0.12 -0.23 -0.33 0.109
H -1.9848 -3.4044 -2.7169 -0.08 0.18 0.09 0.117
C -1.4464 -0.1727 -1.8981 -1.33 0.10 1.01 -0.226
C -1.3210 1.0698 -2.4625 0.88 -0.23 -1.74 -0.249
H -3.3394 0.2494 2.7105 -1.10 0.70 -1.02 -0.229
C -0.6778 1.1724 -3.7199 -0.50 -0.15 0.61 -0.227
C -0.2748 -0.0105 -4.3523 -0.22 0.04 -0.02 -0.017
C -0.4489 2.5184 -4.3394 0.15 0.15 -0.40 -0.055
C -0.5787 -1.2723 -3.8256 -0.59 0.08 0.67 -0.227
H 0.2041 0.0712 -5.3314 0.02 -0.14 0.23 0.103
C -0.2485 -2.5561 -4.5101 0.14 -0.33 -0.35 -0.060
H 0.3511 -2.4265 -5.4151 -0.02 0.07 0.08 0.071
H -1.1763 -3.0672 -4.7951 0.16 -0.08 -0.05 0.079
H 0.2943 -3.2186 -3.8235 -0.07 0.02 -0.23 0.076
H -1.3815 3.0958 -4.3651 0.21 0.01 -0.02 0.075
H -0.0944 2.4237 -5.3717 0.00 0.02 0.12 0.070
H 0.3002 3.1056 -3.7867 -0.22 -0.09 -0.07 0.071
H -2.1292 3.0817 -2.4209 -0.18 -0.10 0.21 0.114
H -2.6653 2.0182 -1.0684 0.10 0.23 -0.44 0.089
F -0.9017 2.4414 2.9359 -0.14 -0.53 0.98 0.117
C -1.0220 1.5260 3.9351 -0.26 0.73 -0.41 -0.470
F -0.5567 2.0945 5.0827 -0.53 -0.22 -0.64 0.131
F -2.3699 1.3419 4.1088 1.11 0.21 0.09 0.052
C -0.2569 0.1958 3.5315 0.60 -0.20 -0.76 -0.392
O -0.1647 -0.0249 2.2227 0.02 0.22 1.51 -0.260
C 1.1933 0.3087 4.1332 0.68 0.01 0.15 -0.476
F 1.2539 0.0029 5.4648 0.25 0.28 -0.66 0.121
F 2.0408 -0.5359 3.4842 -0.59 0.67 0.74 0.128
F 1.7077 1.5646 3.9926 -0.13 -0.98 0.28 0.114
C -0.9630 -0.9549 4.3327 -0.80 -0.69 -0.09 -0.476
F -1.4470 -0.5596 5.5459 0.29 -0.48 -0.61 0.127
F -2.0274 -1.4273 3.6016 0.86 0.36 0.89 0.088
F -0.1474 -2.0196 4.5643 -0.68 0.72 0.03 0.120
```
Positions in Å, forces in eV/Å.

***

Below is a cluster of 2 separate species, BrNO5S in total in a non-equilibrium geometry, with properties calculated with ωB97M-V/def2-TZVPD.

## Properties
HOMO level = -11.14 eV
LUMO level = -1.64 eV
relative energy (zero: lowest compared OMol25 entry of this formula, charge and spin) = 7.0 kJ/mol

XYZ file:
```
8
Properties=species:S:1:pos:R:3:forces:R:3:lowdin_charge:R:1
N -0.7785 1.2096 -0.2008 1.13 2.23 -2.35 -0.533
O -0.8485 0.8832 -1.3851 0.47 0.55 2.05 -0.015
O -0.1349 2.1177 0.3013 -0.85 -1.59 -0.64 0.106
O 3.0800 -1.8188 0.4658 -1.44 0.60 -0.63 -0.424
O 0.7408 -0.8312 0.4356 2.72 -1.20 -1.12 -0.480
O -1.5906 0.5947 0.6841 -0.22 -0.13 0.92 -0.515
S 1.9377 -1.3240 -0.2794 -1.04 0.45 1.81 0.951
Br -2.4060 -0.8312 -0.0215 -0.77 -0.90 -0.04 0.909
```
Positions in Å, forces in eV/Å.

***

Below is an isolated molecule of C4H7NO2 in a non-equilibrium geometry, with properties calculated with ωB97M-V/def2-TZVPD.

## Properties
SMILES = C1=NOCCCO1
HOMO level = -9.65 eV
LUMO level = 0.83 eV
relative energy (zero: lowest compared OMol25 entry of this formula, charge and spin) = 487.9 kJ/mol

XYZ file:
```
14
Properties=species:S:1:pos:R:3:forces:R:3:lowdin_charge:R:1
C 1.7711 -0.7279 0.2524 0.98 1.19 0.31 -0.186
N 1.8454 0.4532 0.8998 -2.53 -3.64 -1.49 0.102
O 0.4117 0.9365 1.0790 2.23 -0.11 1.86 -0.224
C -0.1853 1.3076 -0.0990 1.73 2.13 -1.49 -0.283
C -1.1961 0.2237 -0.5158 -0.55 1.50 -1.39 -0.174
C -0.6904 -1.0603 0.0338 0.92 -2.54 1.11 -0.154
O 0.7403 -1.3432 -0.4354 -0.15 0.99 2.31 -0.085
H 2.7639 -1.3574 0.1565 -2.03 1.65 0.08 0.160
H -0.6248 2.3422 -0.0360 -0.07 -0.98 0.36 0.123
H 0.7906 1.5671 -0.7508 -2.62 -1.14 0.11 0.163
H -1.4078 0.5265 -1.6141 0.37 -1.78 1.32 0.146
H -2.1864 0.2236 -0.0203 0.30 1.07 -0.03 0.118
H -0.7748 -1.0759 1.2075 0.77 0.55 -2.28 0.162
H -1.2576 -2.0157 -0.1575 0.63 1.12 -0.76 0.131
```
Positions in Å, forces in eV/Å.

***

Below is a structure of composition C2H2FIS in a non-equilibrium geometry, with properties calculated with ωB97M-V/def2-TZVPD.

## Properties
HOMO level (alpha / beta) = -9.84 / -9.78 eV
LUMO level (alpha / beta) = -2.90 / -2.96 eV
relative energy (zero: lowest compared OMol25 entry of this formula, charge and spin) = 110.2 kJ/mol

XYZ file:
```
7
Properties=species:S:1:pos:R:3:forces:R:3:lowdin_charge:R:1
C -0.4663 -0.7717 0.1224 0.18 -1.25 1.38 -0.957
C -0.2366 0.5817 -0.2140 3.09 0.29 -1.31 -0.182
F -0.2944 -0.9870 1.5017 -0.22 0.46 -1.78 -0.065
S -0.9577 -1.9674 -0.8034 -0.11 -0.28 -0.28 0.831
I 2.5065 0.9180 -0.0261 -2.03 -0.39 -0.13 0.305
H -0.2259 1.0559 -1.1992 -0.48 -0.75 0.36 0.061
H -0.3255 1.1705 0.6185 -0.43 1.93 1.76 0.007
```
Positions in Å, forces in eV/Å.